# 1
Molecular formula: C4H12
Method: DFT, ωB97M-V/def2-TZVPD

CARTESIAN COORDINATES (ANGSTROEM)
1 C 0.79549 0.26557 1.97380
2 C -0.49926 1.35270 2.08056
3 H 1.35517 0.20209 2.85864
4 H 0.44749 -0.72794 1.57234
5 H 1.51889 0.67695 1.23324
6 H -0.11684 2.24501 2.66921
7 H -0.72542 1.66541 0.93479
8 H -1.33057 1.01396 2.62263
9 C -0.74026 -0.56208 -1.47567
10 C 0.38584 -0.97372 -2.43485
11 H -0.60769 -1.06443 -0.45255
12 H -0.76553 0.54838 -1.41060
13 H -1.66769 -0.84391 -1.86293
14 H -0.03852 -1.89290 -3.26499
15 H 1.10442 -1.61087 -1.99639
16 H 0.88449 -0.29421 -3.04720

Summary:
Lowest unoccupied orbital energy   1.14 eV
Structure (SMILES)   CC.CC
Charge   0
HOMO energy   -11.000 eV
Relative energy (zero: lowest compared OMol25 entry of this formula, charge and spin)   160.71 kJ/mol
Gap between HOMO and LUMO   12.1 eV

***

# 2
Molecular formula: C4H12
Method: DFT, ωB97M-V/def2-TZVPD

CARTESIAN COORDINATES (ANGSTROEM)
1 C 0.02779 1.95977 -1.68956
2 C 0.07791 2.34927 -0.15091
3 H -1.03779 2.01974 -2.15270
4 H 0.81095 2.37296 -2.33191
5 H 0.33081 0.87155 -1.84766
6 H 0.72262 3.19110 0.04669
7 H 0.51379 1.49664 0.52645
8 H -0.95283 2.51495 0.02316
9 C 0.08385 -2.73572 0.58706
10 C -0.36669 -1.46528 1.18337
11 H 0.85539 -2.50050 -0.21809
12 H 0.76429 -3.24174 1.33954
13 H -0.54972 -3.45441 0.13246
14 H 0.58037 -1.25840 1.90067
15 H -0.97950 -1.42359 2.04485
16 H -0.88122 -0.69632 0.60657

Summary:
Lowest unoccupied orbital energy   1.08 eV
Structure (SMILES)   CC.CC
Charge   0
HOMO energy   -10.739 eV
Relative energy (zero: lowest compared OMol25 entry of this formula, charge and spin)   169.97 kJ/mol
Gap between HOMO and LUMO   11.8 eV

***

# 3
Molecular formula: C4H12
Method: DFT, ωB97M-V/def2-TZVPD

CARTESIAN COORDINATES (ANGSTROEM)
1 C -2.58805 -0.09747 -1.26739
2 C -1.80623 0.65021 -0.16747
3 H -3.53891 -0.49499 -0.91144
4 H -2.87574 0.57162 -2.07575
5 H -1.96119 -0.91938 -1.60617
6 H -2.50212 0.86977 0.64949
7 H -1.39418 1.58688 -0.52251
8 H -1.06628 0.03714 0.34180
9 C 2.28839 -0.18635 1.47349
10 C 2.19310 -0.35357 -0.04506
11 H 2.00028 -1.11215 1.95617
12 H 3.20300 0.36160 1.69045
13 H 1.51575 0.53857 1.77319
14 H 2.12960 0.56417 -0.61639
15 H 1.37165 -1.03743 -0.28819
16 H 3.03095 -0.97862 -0.38420

Summary:
Lowest unoccupied orbital energy   1.13 eV
Structure (SMILES)   CC.CC
Charge   0
HOMO energy   -11.458 eV
Relative energy (zero: lowest compared OMol25 entry of this formula, charge and spin)   42.44 kJ/mol
Gap between HOMO and LUMO   12.6 eV

***

# 4
Molecular formula: C4H12
Method: DFT, ωB97M-V/def2-TZVPD

CARTESIAN COORDINATES (ANGSTROEM)
1 C -1.48739 0.38052 -1.29158
2 C -2.74268 -0.31083 -1.90007
3 H -1.39877 1.40979 -1.15350
4 H -1.31881 -0.04144 -0.41260
5 H -0.72428 0.25504 -2.09008
6 H -3.44022 0.43516 -2.27411
7 H -3.10049 -1.16958 -1.27936
8 H -2.44890 -0.76392 -2.83476
9 C 2.56155 -0.37625 1.13752
10 C 1.60091 0.28962 2.03248
11 H 3.56057 -0.53265 1.65245
12 H 2.30703 -1.37406 1.05917
13 H 2.52591 0.19486 0.24268
14 H 1.28173 -0.36605 2.92825
15 H 0.74507 0.74030 1.61330
16 H 2.07878 1.22950 2.57017

Summary:
Lowest unoccupied orbital energy   1.10 eV
Structure (SMILES)   CC.CC
Charge   0
HOMO energy   -11.133 eV
Relative energy (zero: lowest compared OMol25 entry of this formula, charge and spin)   140.93 kJ/mol
Gap between HOMO and LUMO   12.2 eV

***

# 5
Molecular formula: C4H12
Method: DFT, ωB97M-V/def2-TZVPD

CARTESIAN COORDINATES (ANGSTROEM)
1 C -0.13156 0.72166 -2.44148
2 C 0.20072 -0.71806 -2.04156
3 H -0.67700 1.19447 -1.62120
4 H 0.76754 1.32210 -2.60556
5 H -0.69569 0.73951 -3.37630
6 H 1.14449 -0.84499 -1.53060
7 H 0.21701 -1.37285 -2.91450
8 H -0.59511 -1.09234 -1.39228
9 C -0.20337 0.46282 2.79383
10 C 0.13395 -0.49081 1.65634
11 H 0.51959 0.41656 3.61164
12 H -0.16094 1.49384 2.46067
13 H -1.17382 0.30718 3.27464
14 H 1.11498 -0.24356 1.26645
15 H 0.13872 -1.52302 2.00146
16 H -0.59950 -0.37250 0.85846

Summary:
Lowest unoccupied orbital energy   1.14 eV
Structure (SMILES)   CC.CC
Charge   0
HOMO energy   -11.761 eV
Relative energy (zero: lowest compared OMol25 entry of this formula, charge and spin)   11.93 kJ/mol
Gap between HOMO and LUMO   12.9 eV

***

# 6
Molecular formula: C4H12
Method: DFT, ωB97M-V/def2-TZVPD

CARTESIAN COORDINATES (ANGSTROEM)
1 C -0.20923 0.96766 -2.83857
2 C -0.05799 -0.29731 -2.01724
3 H 0.61744 1.14632 -3.63404
4 H -1.18626 0.60462 -3.33477
5 H -0.36898 1.76780 -2.22445
6 H 0.63559 -1.07851 -2.56315
7 H -0.99120 -0.90129 -1.75057
8 H 0.28138 -0.22416 -1.02991
9 C 0.52186 -0.65822 1.89188
10 C -0.27736 0.11745 2.94034
11 H 1.60991 -1.08074 2.00147
12 H 0.16241 -1.77218 1.89587
13 H 0.57981 -0.17103 0.94466
14 H 0.24231 0.99585 3.14522
15 H -0.12780 -0.44894 3.85516
16 H -1.31835 0.38476 2.83605

Summary:
Lowest unoccupied orbital energy   1.06 eV
Structure (SMILES)   CC.CC
Charge   0
HOMO energy   -10.812 eV
Relative energy (zero: lowest compared OMol25 entry of this formula, charge and spin)   179.07 kJ/mol
Gap between HOMO and LUMO   11.9 eV

***

# 7
Molecular formula: C4H12
Method: DFT, ωB97M-V/def2-TZVPD

CARTESIAN COORDINATES (ANGSTROEM)
1 C 1.57139 1.01316 0.88957
2 C 0.72295 2.30163 1.29647
3 H 1.54913 0.95407 -0.21356
4 H 2.50690 1.31762 1.16459
5 H 1.20485 0.09655 1.62944
6 H 0.66502 2.39973 2.37450
7 H -0.17157 2.64624 0.89459
8 H 1.33190 3.21493 1.05833
9 C -0.58578 -2.00495 -0.79045
10 C -1.81718 -1.50798 -1.45099
11 H 0.10987 -1.15142 -0.49872
12 H -0.83403 -2.72568 -0.03917
13 H -0.09316 -2.73207 -1.52281
14 H -2.57332 -1.31724 -0.75204
15 H -1.99771 -2.00974 -2.32311
16 H -1.58926 -0.49484 -1.71663

Summary:
Lowest unoccupied orbital energy   1.09 eV
Structure (SMILES)   CC.CC
Charge   0
HOMO energy   -11.414 eV
Relative energy (zero: lowest compared OMol25 entry of this formula, charge and spin)   161.03 kJ/mol
Gap between HOMO and LUMO   12.5 eV

***

# 8
Molecular formula: C4H12
Method: DFT, ωB97M-V/def2-TZVPD

CARTESIAN COORDINATES (ANGSTROEM)
1 C 0.42912 -2.15905 0.48114
2 C 1.82334 -1.89594 1.07635
3 H 0.50955 -2.79233 -0.40968
4 H -0.17219 -2.70266 1.21017
5 H -0.01765 -1.20874 0.25074
6 H 1.90359 -0.85998 1.39573
7 H 2.63999 -2.07056 0.37396
8 H 2.01241 -2.51202 1.95890
9 C -0.77294 1.48142 -0.48989
10 C -1.51169 2.64670 -1.13665
11 H 0.03813 1.70594 0.18765
12 H -1.40044 0.79699 0.09027
13 H -0.30066 0.78196 -1.18962
14 H -1.08464 2.91584 -2.08838
15 H -1.52545 3.48111 -0.45202
16 H -2.57048 2.39132 -1.25867

Summary:
Lowest unoccupied orbital energy   1.11 eV
Structure (SMILES)   CC.CC
Charge   0
HOMO energy   -11.762 eV
Relative energy (zero: lowest compared OMol25 entry of this formula, charge and spin)   28.36 kJ/mol
Gap between HOMO and LUMO   12.9 eV

***

# 9
Molecular formula: C4H12
Method: DFT, ωB97M-V/def2-TZVPD

CARTESIAN COORDINATES (ANGSTROEM)
1 C 1.07253 1.64112 0.59448
2 C 1.38122 2.86618 1.46195
3 H 0.16612 1.10769 0.95301
4 H 0.93653 1.99277 -0.44618
5 H 1.75407 0.82189 0.65919
6 H 0.41732 3.26178 1.81471
7 H 1.83058 3.63539 0.73614
8 H 2.08280 2.65374 2.31763
9 C -0.90661 -1.61655 -0.68262
10 C -1.42729 -2.91252 -1.31685
11 H -0.39618 -0.89763 -1.33675
12 H -1.74203 -0.97440 -0.37485
13 H -0.16529 -1.71302 0.14242
14 H -2.44926 -3.08422 -1.08965
15 H -1.06335 -3.86504 -1.02475
16 H -1.49118 -2.91718 -2.40788

Summary:
Lowest unoccupied orbital energy   1.12 eV
Structure (SMILES)   CC.CC
Charge   0
HOMO energy   -11.461 eV
Relative energy (zero: lowest compared OMol25 entry of this formula, charge and spin)   72.11 kJ/mol
Gap between HOMO and LUMO   12.6 eV

***

# 10
Molecular formula: C4H12
Method: DFT, ωB97M-V/def2-TZVPD

CARTESIAN COORDINATES (ANGSTROEM)
1 C 1.29030 0.67908 1.40479
2 C -0.12805 1.15837 1.64620
3 H 1.39529 -0.22710 0.80134
4 H 1.84048 1.41400 0.82465
5 H 1.83726 0.52304 2.32757
6 H -0.15755 1.81527 2.52400
7 H -0.87261 0.39945 1.89634
8 H -0.48455 1.79474 0.82806
9 C -0.63138 -0.35305 -2.02233
10 C -0.52678 -1.45473 -1.00100
11 H -0.46446 -0.63346 -3.05980
12 H -1.64681 0.06130 -2.02853
13 H -0.00421 0.51300 -1.79683
14 H -0.96405 -2.41760 -1.28200
15 H -0.88486 -1.07570 -0.05069
16 H 0.49666 -1.76825 -0.75157

Summary:
Lowest unoccupied orbital energy   1.19 eV
Structure (SMILES)   CC.CC
Charge   0
HOMO energy   -11.416 eV
Relative energy (zero: lowest compared OMol25 entry of this formula, charge and spin)   21.67 kJ/mol
Gap between HOMO and LUMO   12.6 eV

***

# 11
Molecular formula: C4H12
Method: DFT, ωB97M-V/def2-TZVPD

CARTESIAN COORDINATES (ANGSTROEM)
1 C 0.59186 -2.55256 -0.92555
2 C 0.87749 -2.58004 0.59433
3 H 1.30394 -1.93556 -1.46859
4 H 0.60828 -3.54062 -1.39107
5 H -0.43694 -2.20767 -1.04298
6 H 1.76267 -3.16896 0.80559
7 H 0.92918 -1.54487 0.93364
8 H -0.01371 -2.95862 1.09634
9 C -1.43683 2.42251 0.13402
10 C 0.09079 2.68344 0.26209
11 H -1.98998 3.19447 -0.39940
12 H -1.64789 1.49490 -0.40166
13 H -1.89645 2.32377 1.11825
14 H 0.27228 3.58107 -0.33653
15 H 0.34816 2.87630 1.29438
16 H 0.63716 1.91244 -0.27285

Summary:
Lowest unoccupied orbital energy   1.05 eV
Structure (SMILES)   CC.CC
Charge   0
HOMO energy   -11.720 eV
Relative energy (zero: lowest compared OMol25 entry of this formula, charge and spin)   33.61 kJ/mol
Gap between HOMO and LUMO   12.8 eV

***

# 12
Molecular formula: C4H12
Method: DFT, ωB97M-V/def2-TZVPD

CARTESIAN COORDINATES (ANGSTROEM)
1 C -0.26774 1.55207 1.26842
2 C -0.54831 1.66333 2.78096
3 H 0.53538 0.86120 1.03468
4 H -1.15555 1.19753 0.74226
5 H 0.00053 2.52552 0.85974
6 H 0.04757 2.46639 3.21890
7 H -0.25287 0.74860 3.30919
8 H -1.60587 1.78938 2.97515
9 C 0.45376 -0.96584 -1.61587
10 C 0.34932 -2.26501 -2.42868
11 H 1.50436 -0.69264 -1.52530
12 H -0.07213 -0.17047 -2.15533
13 H -0.00213 -1.05870 -0.63511
14 H 0.74667 -3.10499 -1.87051
15 H -0.68647 -2.46701 -2.69258
16 H 0.88903 -2.15575 -3.37100

Summary:
Lowest unoccupied orbital energy   1.16 eV
Structure (SMILES)   CC.CC
Charge   0
HOMO energy   -11.821 eV
Relative energy (zero: lowest compared OMol25 entry of this formula, charge and spin)   10.63 kJ/mol
Gap between HOMO and LUMO   13.0 eV

***

# 13
Molecular formula: C4H12
Method: DFT, ωB97M-V/def2-TZVPD

CARTESIAN COORDINATES (ANGSTROEM)
1 C -0.82691 -0.57131 1.41375
2 C -0.67665 -2.04069 1.98107
3 H -1.75089 -0.49860 0.84742
4 H -0.78373 0.19048 2.18831
5 H -0.02649 -0.38734 0.71134
6 H 0.35909 -2.18061 2.31957
7 H -0.89400 -2.70030 1.13189
8 H -1.40612 -2.24113 2.74933
9 C 1.12865 1.60535 -1.10362
10 C 0.36593 1.00503 -2.25528
11 H 1.76190 2.43585 -1.46853
12 H 0.51511 2.02526 -0.29293
13 H 1.78037 0.89861 -0.58943
14 H -0.27094 0.15922 -2.06209
15 H 1.09208 0.69285 -3.02756
16 H -0.17491 1.75631 -2.85771

Summary:
Lowest unoccupied orbital energy   1.13 eV
Structure (SMILES)   CC.CC
Charge   0
HOMO energy   -11.533 eV
Relative energy (zero: lowest compared OMol25 entry of this formula, charge and spin)   20.71 kJ/mol
Gap between HOMO and LUMO   12.7 eV

***

# 14
Molecular formula: C4H12
Method: DFT, ωB97M-V/def2-TZVPD

CARTESIAN COORDINATES (ANGSTROEM)
1 C -1.33154 -1.61166 2.20445
2 C -0.52185 -0.50832 1.50403
3 H -0.83965 -1.64836 3.18019
4 H -2.36749 -1.19740 2.42841
5 H -1.42682 -2.63110 1.75612
6 H 0.35630 -1.06692 1.51629
7 H -1.03751 -0.23038 0.54674
8 H -0.32641 0.37648 2.00106
9 C 0.72138 1.46704 -2.51016
10 C 1.12126 0.64363 -1.27493
11 H 0.97638 2.45075 -2.21043
12 H 1.33748 1.28514 -3.35316
13 H -0.34492 1.46290 -2.77314
14 H 0.28641 -0.15193 -1.31112
15 H 1.27220 1.14773 -0.32995
16 H 2.12477 0.21237 -1.37441

Summary:
Lowest unoccupied orbital energy   1.13 eV
Structure (SMILES)   CC.CC
Charge   0
HOMO energy   -10.893 eV
Relative energy (zero: lowest compared OMol25 entry of this formula, charge and spin)   130.02 kJ/mol
Gap between HOMO and LUMO   12.0 eV

***

# 15
Molecular formula: C4H12
Method: DFT, ωB97M-V/def2-TZVPD

CARTESIAN COORDINATES (ANGSTROEM)
1 C -1.28860 -2.31681 -0.57486
2 C -2.35265 -1.31906 -0.09353
3 H -0.96269 -2.22300 -1.61248
4 H -0.38050 -2.30203 0.02435
5 H -1.67384 -3.33833 -0.55228
6 H -2.37084 -0.42669 -0.72887
7 H -1.99877 -0.90328 0.84441
8 H -3.33667 -1.76252 -0.12310
9 C 1.71794 1.49412 -0.40669
10 C 1.82384 2.14358 1.04585
11 H 1.47364 0.45768 -0.22267
12 H 0.89775 2.07724 -0.81647
13 H 2.63090 1.69179 -0.95046
14 H 1.19415 3.00720 1.18925
15 H 2.88549 2.37513 1.19483
16 H 1.74084 1.34496 1.78273

Summary:
Lowest unoccupied orbital energy   1.07 eV
Structure (SMILES)   CC.CC
Charge   0
HOMO energy   -11.599 eV
Relative energy (zero: lowest compared OMol25 entry of this formula, charge and spin)   65.90 kJ/mol
Gap between HOMO and LUMO   12.7 eV